No. 1
{"formula": "C38H57ClFeNOP2SSi", "method": "ωB97M-V with the def2-TZVPD basis set", "orbital_gap_ev": [7.51, 8.45], "e_tot_ev": -128071.1902, "multiplicity": 6, "s_squared": 8.770, "elements": ["Fe", "C", "Si", "C", "C", "C", "C", "C", "C", "P", "C", "C", "C", "C", "C", "C", "C", "C", "C", "C", "C", "C", "C", "C", "C", "C", "C", "C", "P", "C", "C", "C", "C", "C", "C", "C", "C", "C", "C", "C", "C", "H", "H", "H", "H", "H", "H", "H", "H", "H", "H", "H", "H", "H", "H", "H", "H", "H", "H", "H", "H", "H", "H", "H", "H", "H", "H", "H", "H", "H", "H", "H", "H", "H", "H", "H", "H", "H", "H", "H", "H", "H", "H", "H", "H", "H", "H", "H", "H", "H", "H", "H", "H", "H", "H", "H", "O", "S", "N", "Cl", "C", "H", "H"], "coordinates": [[-0.1551, 0.7760, -2.1947], [-3.7906, -2.4116, -1.9293], [-2.6648, -1.0741, -1.2757], [-1.5054, -1.9626, -0.0278], [-2.2803, -2.6626, 0.9100], [-1.7268, -3.3862, 1.9503], [-0.3487, -3.4503, 2.0745], [0.4477, -2.7938, 1.1528], [-0.1029, -2.0382, 0.1123], [0.9327, -1.2740, -1.1867], [1.2931, -2.7233, -2.2706], [-0.0099, -3.4302, -2.7207], [-0.2079, -4.7715, -2.0225], [0.9254, -5.7467, -2.3626], [2.2691, -5.0161, -2.5146], [2.2855, -3.7382, -1.6776], [2.6277, -0.7237, -0.6209], [3.1503, -1.1140, 0.7750], [4.2983, -0.2003, 1.2355], [5.1343, 0.2666, 0.0532], [4.2926, 1.1708, -0.8578], [2.8047, 0.7821, -0.8428], [-3.6709, 0.1377, -0.2484], [-5.0199, -0.1707, -0.0388], [-5.8690, 0.6687, 0.6633], [-5.3778, 1.8593, 1.1678], [-4.0465, 2.1871, 0.9739], [-3.1761, 1.3432, 0.2819], [-1.3890, 1.8169, 0.1529], [-1.5360, 3.6830, -0.0775], [-1.5269, 4.5851, 1.1754], [-0.1390, 4.9321, 1.7143], [0.7619, 5.4892, 0.6214], [0.8270, 4.5311, -0.5598], [-0.5645, 4.2543, -1.1149], [-0.8082, 1.5857, 1.9094], [-1.3896, 0.3614, 2.6244], [-0.8756, 0.2718, 4.0597], [0.6475, 0.2046, 4.0990], [1.2560, 1.3990, 3.3719], [0.7199, 1.5065, 1.9474], [-4.2569, -3.0119, -1.1506], [-3.2099, -3.0885, -2.5593], [-4.5755, -1.9795, -2.5517], [-3.3611, -2.6100, 0.8500], [-2.3651, -3.8954, 2.6603], [0.1075, -4.0169, 2.8756], [1.5193, -2.8835, 1.2461], [1.7481, -2.2685, -3.1573], [0.0223, -3.5749, -3.8030], [-0.8788, -2.7990, -2.5393], [-1.1722, -5.1976, -2.3070], [-0.2564, -4.6096, -0.9425], [0.6912, -6.2780, -3.2875], [1.0014, -6.5059, -1.5808], [2.4340, -4.7443, -3.5609], [3.0951, -5.6718, -2.2335], [3.2901, -3.3168, -1.6469], [2.0175, -3.9898, -0.6478], [3.2674, -1.2066, -1.3668], [3.4942, -2.1522, 0.7559], [2.3500, -1.0672, 1.5156], [4.9095, -0.7282, 1.9701], [3.8875, 0.6761, 1.7478], [5.4843, -0.6104, -0.5005], [6.0296, 0.7924, 0.3883], [4.6672, 1.1314, -1.8826], [4.3836, 2.2115, -0.5407], [2.3684, 1.0994, -1.7902], [2.2754, 1.3266, -0.0553], [-5.4247, -1.0875, -0.4442], [-6.9072, 0.3994, 0.8048], [-6.0241, 2.5339, 1.7140], [-3.6898, 3.1200, 1.3818], [-2.5367, 3.7445, -0.5182], [-2.1350, 4.1795, 1.9842], [-2.0128, 5.5229, 0.8809], [0.3339, 4.0471, 2.1475], [-0.2460, 5.6507, 2.5304], [1.7598, 5.6983, 1.0125], [0.3531, 6.4450, 0.2743], [1.2913, 3.5853, -0.2490], [1.4614, 4.9272, -1.3511], [-0.5051, 3.6043, -1.9883], [-0.9894, 5.2000, -1.4713], [-1.1351, 2.4733, 2.4604], [-1.0840, -0.5386, 2.0893], [-2.4796, 0.3831, 2.6161], [-1.3120, -0.6022, 4.5491], [-1.2139, 1.1497, 4.6227], [0.9719, -0.7173, 3.6022], [1.0088, 0.1550, 5.1284], [2.3471, 1.3279, 3.3529], [1.0113, 2.3185, 3.9161], [1.0108, 0.6146, 1.3801], [1.1751, 2.3618, 1.4405], [-0.2503, -0.7532, -4.2887], [-1.7350, -0.8098, -4.0478], [-1.9816, -0.1833, -2.5788], [1.9878, 3.1913, -3.3020], [0.6252, 1.9972, -3.5996], [1.0293, 1.3263, -4.3558], [-0.1649, 2.5807, -4.0815]], "nbo_charge": [1.299, -1.166, 1.868, -0.503, -0.143, -0.222, -0.205, -0.229, -0.325, 0.824, -0.504, -0.406, -0.402, -0.400, -0.400, -0.405, -0.525, -0.406, -0.391, -0.406, -0.408, -0.378, -0.410, -0.212, -0.207, -0.195, -0.214, -0.318, 0.789, -0.493, -0.411, -0.393, -0.404, -0.398, -0.405, -0.497, -0.409, -0.392, -0.397, -0.401, -0.419, 0.238, 0.249, 0.247, 0.204, 0.217, 0.217, 0.224, 0.247, 0.222, 0.210, 0.213, 0.199, 0.203, 0.202, 0.198, 0.211, 0.209, 0.197, 0.226, 0.203, 0.210, 0.212, 0.192, 0.191, 0.214, 0.211, 0.209, 0.224, 0.199, 0.210, 0.215, 0.213, 0.209, 0.242, 0.200, 0.211, 0.192, 0.209, 0.207, 0.192, 0.186, 0.235, 0.221, 0.203, 0.218, 0.207, 0.221, 0.211, 0.192, 0.193, 0.209, 0.209, 0.197, 0.204, 0.216, -0.933, 1.148, -1.512, -0.159, -0.970, 0.222, 0.203]}

=====

No. 2
{"formula": "C38H57I2N7O3PPrS4", "method": "ωB97M-V with the def2-TZVPD basis set", "orbital_gap_ev": [4.48, 4.48], "charge": -2, "e_tot_ev": -139811.3793, "multiplicity": 3, "s_squared": 2.003, "elements": ["Pr", "O", "C", "C", "C", "C", "C", "C", "N", "H", "H", "H", "H", "H", "H", "H", "C", "C", "N", "C", "C", "C", "C", "C", "C", "C", "C", "C", "N", "C", "H", "H", "H", "H", "H", "H", "H", "H", "S", "S", "S", "S", "I", "I", "O", "P", "N", "C", "C", "C", "C", "N", "C", "C", "C", "C", "N", "C", "C", "C", "C", "H", "H", "H", "H", "H", "H", "H", "H", "H", "H", "H", "H", "H", "H", "H", "H", "H", "H", "H", "H", "H", "H", "H", "H", "C", "C", "C", "C", "N", "H", "H", "H", "H", "H", "H", "H", "H", "H", "C", "C", "C", "C", "O", "H", "H", "H", "H", "H", "H", "H", "H", "H"], "coordinates": [[0.1550, 1.3987, 0.8636], [-2.6979, 1.2829, -0.2621], [-2.7970, 1.8425, -1.5534], [-1.4635, 2.2720, -2.1381], [-1.3676, 2.4116, -3.5065], [-0.1480, 2.9303, -4.0217], [0.9181, 3.0706, -3.2176], [0.8647, 2.6433, -1.7752], [-0.5060, 2.5365, -1.2538], [-2.4301, 1.9956, 0.3426], [-3.4964, 2.6936, -1.5498], [-3.2313, 1.0670, -2.1915], [-2.2298, 2.2543, -4.1420], [-0.0971, 3.2307, -5.0643], [1.8236, 3.5594, -3.5560], [1.3736, 3.4577, -1.2100], [5.0440, 2.3843, 1.6589], [3.6863, 2.3493, 1.3092], [2.8741, 1.3494, 1.5965], [3.3835, 0.3019, 2.2861], [4.7601, 0.2193, 2.6486], [5.5894, 1.3078, 2.3059], [5.2375, -0.9076, 3.3406], [4.3843, -1.9213, 3.7020], [3.0004, -1.8441, 3.4279], [2.0754, -2.8187, 3.8718], [0.7206, -2.5840, 3.6862], [0.3167, -1.4504, 3.0053], [1.1699, -0.5643, 2.4689], [2.4850, -0.7315, 2.7130], [5.6263, 3.2579, 1.4046], [3.2602, 3.1817, 0.7692], [6.6375, 1.2758, 2.5801], [6.2885, -0.9478, 3.6051], [4.7521, -2.7767, 4.2572], [2.4354, -3.6961, 4.3962], [-0.0247, -3.2687, 4.0705], [-0.7329, -1.2322, 2.8879], [0.6553, 2.5095, 3.5242], [0.1944, 1.2348, 5.0016], [-1.9056, 0.7144, 4.6933], [-2.3112, 0.9849, 2.7352], [0.7777, 4.5957, 1.2362], [3.3139, 6.0694, 0.9834], [-0.6424, -0.9436, 0.2206], [-1.2848, -2.1001, -0.4231], [-2.6104, -2.7214, 0.3771], [-3.7752, -3.3862, -0.1924], [-4.6052, -3.7723, 1.0277], [-4.3867, -2.5718, 1.9469], [-2.9069, -2.2647, 1.7488], [-0.1500, -3.3564, -0.5290], [-0.5841, -4.7274, -0.7569], [0.6531, -5.5625, -0.4502], [1.2733, -4.8001, 0.7211], [1.0521, -3.3432, 0.3235], [-1.7351, -1.7717, -1.9940], [-2.5843, -2.5571, -2.8880], [-1.9201, -2.4654, -4.2641], [-1.1711, -1.1377, -4.1884], [-0.6454, -1.1478, -2.7629], [-3.4897, -4.2561, -0.7908], [-4.3575, -2.7078, -0.8289], [-4.1984, -4.6751, 1.4906], [-5.6515, -3.9489, 0.7749], [-4.6143, -2.7788, 2.9913], [-4.9911, -1.7249, 1.6173], [-2.3061, -2.8396, 2.4622], [-2.6963, -1.1999, 1.8733], [-0.9277, -4.8575, -1.7883], [-1.4040, -5.0090, -0.0808], [1.3315, -5.5394, -1.3053], [0.4125, -6.5993, -0.2146], [2.3291, -5.0254, 0.8663], [0.7402, -5.0230, 1.6479], [1.9046, -2.9721, -0.2536], [0.9220, -2.6979, 1.1911], [-3.5859, -2.1112, -2.9231], [-2.6907, -3.5957, -2.5692], [-2.6503, -2.5070, -5.0732], [-1.2089, -3.2855, -4.3939], [-1.8551, -0.2994, -4.3166], [-0.3726, -1.0478, -4.9236], [-0.4298, -0.1520, -2.3778], [0.2712, -1.7508, -2.6943], [2.3721, 0.5302, -3.5368], [2.6353, 0.8506, -2.0408], [3.8768, 1.7641, -1.9583], [2.9769, -0.4825, -1.3547], [1.4924, 1.3896, -1.3451], [3.0370, -0.2741, -3.8586], [2.5431, 1.3960, -4.1682], [1.3406, 0.2137, -3.6778], [4.6891, 1.3362, -2.5467], [4.2064, 1.8578, -0.9282], [3.6553, 2.7606, -2.3361], [3.9039, -0.8905, -1.7614], [2.1673, -1.1929, -1.5188], [3.0902, -0.3360, -0.2813], [-2.1592, 5.4291, -0.1560], [-2.1495, 4.7663, 1.2344], [-2.0044, 5.8495, 2.3224], [-3.4976, 4.0657, 1.4714], [-1.1321, 3.7918, 1.3324], [-3.0952, 5.9651, -0.3229], [-2.0364, 4.6649, -0.9232], [-1.3328, 6.1337, -0.2526], [-2.9323, 6.4168, 2.4133], [-1.1928, 6.5393, 2.0921], [-1.7864, 5.3693, 3.2770], [-4.2925, 4.8058, 1.5791], [-3.4395, 3.4635, 2.3776], [-3.7585, 3.4103, 0.6407]], "mulliken_charge": [-1.828, -0.438, -0.793, 0.476, -1.101, -1.020, -1.248, 0.464, 1.445, -0.740, 0.318, 0.465, 0.462, 0.295, 0.535, -0.476, -0.677, -0.580, 1.151, -0.742, 1.557, -1.083, -1.038, -0.965, 1.806, -1.407, -0.679, -0.411, 1.445, -0.875, 0.471, -0.141, 0.368, 0.360, 0.384, 0.376, 0.563, -0.213, 0.050, -0.190, -0.246, -0.151, 0.158, -0.613, 2.927, -2.239, 0.619, -0.453, -0.824, -0.901, 1.397, 0.408, -0.439, -0.827, -0.916, 0.338, 0.666, -0.261, -0.835, -0.524, 0.034, 0.276, 0.174, 0.285, 0.434, 0.458, 0.254, -0.165, -1.228, 0.112, 0.233, 0.332, 0.432, 0.444, 0.307, -0.186, 0.056, 0.218, 0.014, 0.480, 0.308, 0.119, 0.430, -0.566, -0.077, -1.878, 1.217, -1.640, -1.112, 1.717, 0.475, 0.501, 0.064, 0.485, 0.193, 0.237, 0.602, -0.293, -0.080, -1.617, 1.602, -1.817, -1.563, 0.810, 0.375, 0.337, 0.388, 0.445, 0.409, 0.348, 0.522, 0.254, 0.206]}